# C9H18N3

A molecular structure, C9H18N3 (ωB97M-V/def2-TZVPD, the Open Molecules 2025 dataset).

Cartesian coordinates (Å):
1 C -0.02510 -2.98746 -0.36794
2 C 1.07618 -2.18501 -0.25782
3 C -1.14752 -2.20298 -0.10996
4 C -3.00982 -0.03988 0.21601
5 C -1.45742 0.86416 -1.33778
6 C -1.10244 1.30363 1.02531
7 C 2.31209 0.38112 1.44790
8 C 2.94773 0.22829 -0.88540
9 C -1.50816 0.27003 -0.01046
10 N 0.68446 -0.94298 -0.02605
11 N -0.68764 -0.94130 0.03368
12 N 1.86782 0.42957 0.05818
13 H 0.03552 -4.01920 -0.56094
14 H 2.16162 -2.49574 -0.21516
15 H -2.24902 -2.42411 -0.20591
16 H -3.30954 -0.40656 1.20404
17 H -3.53986 0.96569 0.17560
18 H -3.54663 -0.66246 -0.45255
19 H -0.43244 1.12649 -1.72095
20 H -1.87744 0.24459 -2.21207
21 H -1.99669 1.89817 -1.45333
22 H -1.88584 2.12480 1.07691
23 H -1.06154 0.77641 1.95256
24 H -0.16416 1.81066 0.83360
25 H 3.26549 0.82259 1.41740
26 H 1.75729 0.95248 2.06178
27 H 2.41363 -0.64599 1.85080
28 H 2.73261 0.30271 -1.92434
29 H 3.36565 1.30107 -0.57828
30 H 3.67208 -0.57830 -0.73895

Summary:
net charge	+1
frontier orbital gap	0.36886	Ha
multiplicity	1
E_HOMO	-13.85	eV
lowest unoccupied orbital energy	-3.81	eV

# C9H18N3

A gas-phase ion, C9H18N3 (charge +1) (ωB97M-V/def2-TZVPD, the Open Molecules 2025 dataset).

Cartesian coordinates (Å):
1 C -1.44132 0.52199 0.61458
2 C -1.45760 1.37993 1.69700
3 C -2.20297 -0.70440 0.57309
4 C -1.73316 -1.51378 -0.67880
5 C -0.28071 -1.82506 -0.59446
6 C 2.68137 -0.57986 -0.68248
7 C 0.98678 0.46667 -2.10375
8 C 1.46381 1.44657 0.12466
9 C 1.37984 0.21903 -0.64974
10 N -1.59912 2.60678 3.71102
11 N -1.56069 1.91847 2.71965
12 N 0.27756 -0.62306 -0.02244
13 H -1.44015 0.97362 -0.45518
14 H -2.12558 -1.34478 1.48597
15 H -3.28209 -0.53715 0.68340
16 H -2.24259 -2.45903 -0.74870
17 H -1.87508 -0.79345 -1.51170
18 H -0.14274 -2.58734 0.13888
19 H 0.11875 -2.13048 -1.55241
20 H 2.52090 -1.37184 -1.34099
21 H 3.60674 0.05349 -0.75904
22 H 2.99687 -0.97511 0.37433
23 H 1.91292 0.65547 -2.55181
24 H 0.27973 1.18980 -2.35788
25 H 0.39847 -0.41847 -2.53911
26 H 1.45250 1.06043 1.13929
27 H 2.15093 2.27712 -0.27208
28 H 0.48422 1.84166 0.02631
29 H -1.87777 2.12031 4.60870
30 H 0.55017 -0.86752 0.92369

Summary:
structure (SMILES)	CC(C)(C)NCCCC=C=[N+]=N
net charge	+1
frontier orbital gap (spin up / spin down)	0.29093 / 0.29099	Ha
multiplicity	1
E_HOMO (spin up / spin down)	-12.77 / -12.77	eV
lowest unoccupied orbital energy (spin up / spin down)	-4.85 / -4.85	eV

# C9H18N3O3

A gas-phase ion, C9H18N3O3 (charge +1) (ωB97M-V/def2-TZVPD, the Open Molecules 2025 dataset).

Cartesian coordinates (Å):
1 C -2.64564 -0.79511 0.31352
2 C -3.11074 0.13585 1.44332
3 C -2.33251 0.15818 -0.77648
4 C -2.06074 1.22645 1.41345
5 C 2.68586 -1.46235 0.08112
6 C -1.64138 1.33888 -0.06278
7 C 1.46645 -1.64311 -0.77320
8 C 3.31037 -0.08719 -0.36733
9 C 0.57129 0.50314 -0.27528
10 N -0.22440 1.50638 -0.07518
11 N 0.33444 -0.67029 -0.66155
12 N 2.58678 0.97824 0.15743
13 O 0.00273 2.73658 0.41424
14 O 0.73725 -2.79881 -0.72141
15 O 3.52516 -0.09144 -1.71388
16 H -1.79520 -1.40125 0.63749
17 H -3.53620 -1.51421 0.05784
18 H -4.13679 0.55288 1.26083
19 H -3.38001 -0.42832 2.41551
20 H -1.72345 -0.18499 -1.65972
21 H -3.21812 0.72661 -1.07958
22 H -2.36298 2.21412 1.88730
23 H -1.22906 0.87124 2.04548
24 H 2.54540 -1.45738 1.13972
25 H 3.45042 -2.21072 -0.18321
26 H -2.01563 2.39554 -0.53056
27 H 1.88569 -1.36365 -1.90576
28 H 4.27182 -0.08706 0.24386
29 H -0.48555 -1.14562 -0.86493
30 H 2.82634 1.86866 -0.34513
31 H 0.76814 2.80555 1.00882
32 H 1.28622 -3.49351 -0.49211
33 H 3.64402 0.81672 -2.03184

Summary:
net charge	+1
frontier orbital gap	0.32181	Ha
multiplicity	1
E_HOMO	-13.22	eV
lowest unoccupied orbital energy	-4.47	eV

# C9H18N4O3PtSTe4

A molecular structure, C9H18N4O3PtSTe4 (ωB97M-V/def2-TZVPD, the Open Molecules 2025 dataset).

Cartesian coordinates (Å):
1 Pt 0.58501 -0.57196 1.78580
2 Te 2.35223 -0.24323 3.64878
3 Te 1.69753 1.79187 5.31029
4 Te -0.83346 2.37384 4.68616
5 Te -1.19974 1.75549 1.77403
6 C -2.17132 -2.93096 -1.54316
7 C -2.21453 -2.79842 -0.07230
8 N -3.01473 -3.47438 0.70607
9 N -2.64266 -3.06738 1.98398
10 C -1.65032 -2.17021 1.98365
11 S -0.96546 -1.24061 3.24879
12 N -1.38058 -1.99400 0.65056
13 N -0.39481 -1.11817 0.08706
14 H -2.96114 -3.66118 -1.83185
15 H -1.20428 -3.32491 -1.87753
16 H -2.38635 -1.95647 -2.03282
17 H -3.17713 -3.36608 2.77939
18 H -0.82016 -0.28873 -0.34730
19 H 0.20244 -1.64215 -0.56998
20 C -1.05140 3.65544 -1.55549
21 C -0.27467 2.46846 -1.06355
22 C 0.93238 2.89005 -0.24373
23 C 0.11729 1.51843 -2.20110
24 O -1.19049 1.73351 -0.30039
25 H -0.41143 4.30783 -2.14941
26 H -1.46124 4.30852 -0.73767
27 H -1.88875 3.35977 -2.21837
28 H 1.53052 3.58392 -0.88011
29 H 1.55388 2.02093 0.06369
30 H 0.63649 3.46649 0.65893
31 H 0.62477 2.14749 -2.94399
32 H -0.76972 1.04900 -2.67235
33 H 0.81650 0.71408 -1.93198
34 C 3.50021 -1.50022 -0.89999
35 C 3.06706 -1.10538 0.51549
36 O 3.47016 -1.75562 1.47717
37 O 2.24175 -0.07350 0.60542
38 H 4.35544 -2.16126 -0.92813
39 H 3.67299 -0.61742 -1.54334
40 H 2.70772 -2.08289 -1.42074

Summary:
<S²>	6.036
net charge	0
frontier orbital gap (spin up / spin down)	0.19619 / 0.18830	Ha
multiplicity	5
E_HOMO (spin up / spin down)	-5.48 / -7.35	eV
lowest unoccupied orbital energy (spin up / spin down)	-0.14 / -2.22	eV